[1]
Here is a molecular structure, C29H49CaCl3N3O3Si in a non-equilibrium geometry from OMol25. Energies are from the ωB97M-V functional and the def2-TZVPD basis.

The geometry in ORCA input format:
```
! RIJCOSX wB97M-V def2-TZVPD def2/J DEFGRID3
* xyz -1 1
C 2.0029 -1.1942 -5.4431
C 1.3518 0.1145 -5.1257
H 2.0893 -1.3048 -6.5287
H 1.3744 -2.0007 -5.0305
H 3.0112 -1.2678 -4.9951
C 0.8769 0.9734 -6.0474
C 0.6756 0.5939 -7.4815
H 0.5873 1.9945 -5.7707
H 0.0837 -0.3324 -7.5796
H 1.6072 0.4610 -8.0505
H 0.1033 1.4000 -7.9526
Ca -0.5137 -1.1242 1.6501
Cl 2.0744 -0.8470 2.1140
Cl -1.4476 -3.6002 1.0113
C 0.2710 1.9176 1.1308
O -0.7239 1.1899 1.3745
N 0.2026 3.2496 1.0663
C -1.0841 3.9424 1.0025
C 1.4190 4.0546 1.0234
H 1.2753 1.4827 0.9766
H -1.9026 3.2468 1.2202
H -1.2277 4.3718 -0.0001
H -1.0823 4.7599 1.7350
H 2.2705 3.3968 1.2428
H 1.3624 4.8525 1.7771
H 1.5531 4.4989 0.0270
H -2.0715 -2.0292 -3.2322
H -2.3566 0.8290 -4.0198
C -3.0279 -1.6991 -2.7900
C -3.1938 0.7104 -3.3169
N -2.9241 -0.3224 -2.3282
H -3.2833 -2.3586 -1.9542
C -2.5368 -0.0056 -1.0655
O -2.4527 -0.8113 -0.1233
H -3.3560 1.6676 -2.8089
H -2.2829 1.0816 -0.9813
H -3.8120 -1.7316 -3.5598
H -4.0893 0.4669 -3.8998
O 0.1776 -0.6493 -3.2835
C 1.0797 0.2853 -3.6222
C -0.2587 2.3531 -2.7755
C 0.9554 1.7650 -3.1171
H -1.1336 1.7009 -2.7070
C -0.3614 3.7273 -2.5198
H 2.0350 -0.0726 -3.1893
C 2.1208 2.5394 -3.0371
H -1.3494 4.1836 -2.3728
C 0.8097 4.4995 -2.4515
C 2.0522 3.8903 -2.6785
H 3.0857 2.0763 -3.2754
H 0.7429 5.5688 -2.2255
H 2.9634 4.4979 -2.6048
Si 0.1024 -3.8792 -0.7372
Cl 0.4700 -1.4976 -0.6302
C -1.2347 -5.1747 -1.3317
C 1.2906 -4.6507 0.5472
C 1.1245 -3.9652 -2.3631
H -2.2127 -4.7051 -1.5220
H -1.3721 -5.9610 -0.5673
H -0.8977 -5.6641 -2.2570
H 0.6532 -3.4046 -3.1860
H 1.2404 -5.0199 -2.6679
H 2.1245 -3.5481 -2.1747
H 1.9762 -3.8922 0.9471
H 1.8815 -5.4369 0.0512
H 0.7781 -5.1144 1.4062
C 1.4365 1.0010 4.8420
N 0.0698 1.4520 5.2326
C -0.1641 2.8656 4.8215
C -1.0718 0.5519 4.7388
C -0.7587 -0.8738 5.0689
C -1.0454 -1.3751 6.3654
C -0.5680 -2.6391 6.7286
C 0.1919 -3.3910 5.8346
C 0.4006 -2.9083 4.5097
C -0.1623 -1.7124 4.1640
H 1.4544 0.7689 3.7695
H 1.7056 0.1055 5.4078
H 2.1243 1.8244 5.0631
H 0.0164 1.3947 6.2617
H -0.1476 2.8891 3.7268
H -1.1394 3.1801 5.2057
H 0.6436 3.4750 5.2355
H -1.9602 0.9353 5.2603
H -1.1749 0.7512 3.6594
H -1.6196 -0.7664 7.0713
H -0.7921 -3.0299 7.7258
H 0.6146 -4.3504 6.1489
H 1.0021 -3.4785 3.8002
*
```

Calculated values
relative energy (zero: lowest compared OMol25 entry of this formula, charge and spin) = 75.8 kcal per mole
gap between HOMO and LUMO = 4.58 eV

***

[2]
Here is a molecular structure, C29H49ClNO2PRh in a non-equilibrium geometry from OMol25. Energies are from the ωB97M-V functional and the def2-TZVPD basis.

The geometry in ORCA input format:
```
! RIJCOSX wB97M-V def2-TZVPD def2/J DEFGRID3
* xyz -1 5
Rh -0.0627 0.0147 1.5972
P 0.0347 0.5831 -0.6872
Cl 0.7736 2.2216 1.9130
C -1.7618 0.6728 1.7235
H -2.6907 0.0937 1.6981
H -1.8869 1.7435 1.9261
C 1.8586 0.8291 -0.9448
C -0.8030 2.2252 -0.9534
C 2.4028 0.9176 -2.3793
H 2.0109 1.7943 -0.4400
C 3.8985 1.2705 -2.3569
H 2.2752 -0.0490 -2.8832
H 1.8512 1.6602 -2.9622
C 4.6997 0.2463 -1.5437
H 4.2795 1.3271 -3.3836
H 4.0235 2.2676 -1.9126
C 4.1446 0.1174 -0.1200
H 4.6464 -0.7314 -2.0446
H 5.7583 0.5298 -1.5131
C 2.6485 -0.2196 -0.1347
H 4.6910 -0.6506 0.4393
H 4.2815 1.0647 0.4177
H 2.4944 -1.2183 -0.5646
H 2.2898 -0.2514 0.9070
C -0.6486 -0.5339 -2.0231
C -2.3225 2.0775 -1.1452
H -0.6393 2.6802 0.0320
C -3.0016 3.4499 -1.0379
H -2.5537 1.6412 -2.1247
H -2.7300 1.3959 -0.3875
C -2.4052 4.4364 -2.0502
H -4.0817 3.3447 -1.1954
H -2.8593 3.8403 -0.0213
C -0.8875 4.5615 -1.8691
H -2.6220 4.0838 -3.0692
H -2.8806 5.4189 -1.9467
C -0.1893 3.1959 -1.9770
H -0.4688 5.2496 -2.6132
H -0.6741 4.9881 -0.8797
H -0.2903 2.8160 -3.0006
H 0.8800 3.3190 -1.7782
C 0.0426 -1.9080 -2.1009
H -1.6855 -0.6984 -1.6884
C -0.7058 -2.8499 -3.0551
H 1.0714 -1.7721 -2.4575
H 0.1033 -2.3693 -1.1154
C -0.8368 -2.2448 -4.4564
H -0.1880 -3.8152 -3.0997
H -1.7076 -3.0451 -2.6462
C -1.4862 -0.8586 -4.3898
H 0.1627 -2.1528 -4.9051
H -1.4176 -2.9091 -5.1070
C -0.7189 0.0743 -3.4405
H -1.5316 -0.4078 -5.3884
H -2.5228 -0.9565 -4.0366
H 0.2953 0.2230 -3.8248
H -1.2002 1.0530 -3.4237
C 0.0354 -2.4215 1.3833
C -1.2770 -2.0552 1.1618
H 0.7532 -2.3391 0.5709
C -2.3637 -2.4347 2.1347
H -1.5952 -1.7756 0.1620
C -1.8059 -2.7886 3.5156
H -3.1147 -1.6388 2.2108
H -2.8993 -3.3008 1.7130
C -0.6969 -3.8357 3.3715
H -1.3972 -1.8861 3.9838
H -2.6111 -3.1658 4.1559
C 0.4737 -3.3014 2.5280
H -0.3270 -4.1434 4.3552
H -1.1179 -4.7309 2.8928
H 1.1794 -2.7567 3.1617
H 1.0299 -4.1393 2.0841
O -1.8690 0.7016 4.3645
C -0.7480 0.2709 4.5736
C -0.1838 0.1264 5.9498
C 1.2419 -0.3726 5.6764
C 1.2752 -0.4494 4.1859
O 2.2787 -0.7205 3.5465
N 0.1077 -0.1365 3.6023
H -0.1658 1.1143 6.4586
H -0.7789 -0.6090 6.5326
H 1.9900 0.3703 6.0277
H 1.4323 -1.3713 6.1247
*
```

Calculated values
relative energy (zero: lowest compared OMol25 entry of this formula, charge and spin) = 0.0 kcal per mole
gap between HOMO and LUMO (spin up / spin down) = 4.36 / 7.48 eV

***

[3]
Here is a molecular structure, C29H49F6N4OPPtSi2 from OMol25. Energies are from the ωB97M-V functional and the def2-TZVPD basis.

The geometry in ORCA input format:
```
! RIJCOSX wB97M-V def2-TZVPD def2/J DEFGRID3
* xyz 0 1
Pt -1.1857 1.2165 0.7970
C -1.9461 1.9729 4.1634
Si -0.8828 0.8908 3.0835
C 0.9235 1.1471 3.4975
C -1.3703 -0.8818 3.4545
C -1.0330 -1.5248 4.6490
C -1.4801 -2.8083 4.9143
C -2.2741 -3.4693 3.9832
C -2.6008 -2.8456 2.7907
C -2.1514 -1.5512 2.5134
Si -2.5275 -0.6967 0.8811
C -2.0194 -1.8850 -0.4908
C -4.3583 -0.3736 0.7879
H -1.9036 1.5410 5.1688
H -2.9769 1.9704 3.8141
H -1.6070 3.0057 4.2144
H 1.0305 1.0179 4.5799
H 1.2753 2.1478 3.2439
H 1.5589 0.4225 2.9947
H -0.4137 -1.0218 5.3853
H -1.2131 -3.2964 5.8432
H -2.6330 -4.4700 4.1896
H -3.2076 -3.3815 2.0667
H -1.9338 -2.8836 -0.0539
H -1.0536 -1.6362 -0.9267
H -2.7648 -1.9224 -1.2881
H -4.8553 -1.3287 0.9905
H -4.6853 -0.0112 -0.1867
H -4.6607 0.3545 1.5369
C -2.7228 3.1985 -1.0005
C -3.1520 3.3153 0.4689
O -2.9447 2.1955 1.2574
C -4.6799 3.5577 0.4875
F -5.0457 4.5992 -0.2859
F -5.3208 2.4789 0.0110
F -5.1473 3.7903 1.7184
C -2.4198 4.5310 1.0883
F -1.0838 4.3348 1.0029
F -2.7057 4.7174 2.3768
F -2.6844 5.6854 0.4509
H -3.3082 2.4140 -1.4801
H -1.6636 2.9515 -1.0826
H -2.8899 4.1356 -1.5294
N 0.5150 0.9899 -0.0495
P 1.3214 -0.0250 -0.9223
N 1.2638 -1.5810 -0.3576
C 1.0739 -1.8512 1.0744
C 1.4260 -3.2926 1.4075
C 0.6626 -4.2397 0.4892
C 0.9702 -3.9441 -0.9946
C 1.7999 -2.6734 -1.1675
N 0.8885 -0.0728 -2.5328
C -0.4942 0.2288 -2.9225
C -0.5151 1.0544 -4.1989
C 0.0314 0.2214 -5.3629
C 1.1978 -0.6675 -4.8916
C 1.8536 -0.0988 -3.6414
N 2.9457 0.3739 -1.0244
C 3.2404 1.7587 -1.4145
C 4.6158 1.8121 -2.0864
C 5.5487 0.7626 -1.4654
C 5.1827 0.5682 0.0007
C 3.7761 -0.0335 0.1223
H 0.0277 -1.6777 1.3420
H 1.6739 -1.1642 1.6723
H 1.1691 -3.4747 2.4526
H 2.5038 -3.4553 1.3141
H -0.4053 -4.1106 0.6829
H 0.8989 -5.2767 0.7311
H 0.0404 -3.8352 -1.5562
H 1.5180 -4.7731 -1.4481
H 1.7758 -2.3653 -2.2118
H 2.8515 -2.8681 -0.9202
H -0.9749 0.7672 -2.1037
H -1.0631 -0.6955 -3.0830
H 0.0874 1.9538 -4.0452
H -1.5329 1.3885 -4.4069
H 0.3467 0.8739 -6.1790
H -0.7680 -0.4090 -5.7582
H 1.9524 -0.7666 -5.6734
H 0.8402 -1.6763 -4.6680
H 2.2309 0.9068 -3.8639
H 2.7156 -0.6961 -3.3507
H 3.2063 2.4024 -0.5279
H 2.4573 2.1260 -2.0776
H 5.0339 2.8139 -1.9613
H 4.5185 1.6373 -3.1599
H 6.5918 1.0631 -1.5715
H 5.4369 -0.1898 -1.9899
H 5.2241 1.5337 0.5114
H 5.8941 -0.0841 0.5088
H 3.3208 0.2796 1.0717
H 3.8428 -1.1228 0.1269
*
```

Calculated values
relative energy (zero: lowest compared OMol25 entry of this formula, charge and spin) = 4.9 kcal per mole
gap between HOMO and LUMO = 8.25 eV